# 1
The following is a DFT calculation (ωB97M-V/def2-TZVPD) of a structure of composition CH2Cl4P2 at a distorted geometry.

Cartesian coordinates (Å):
1 C 1.9092 0.3905 0.3363
2 P 0.9311 -0.6348 1.0935
3 P -1.1966 -0.3167 -0.7725
4 Cl -0.1780 0.6495 2.5263
5 Cl -3.0460 0.9395 -0.8803
6 Cl -2.0916 -1.8238 0.1066
7 Cl -1.0377 -0.8332 -2.6792
8 H 2.8799 0.1734 -0.0717
9 H 1.8296 1.4555 0.3410

Properties
HOMO energy = -9.422 eV
Kohn-Sham gap = 0.3040 hartree

---

# 2
The following is a DFT calculation (ωB97M-V/def2-TZVPD) of a structure of composition C32H31AsCl2F6N6NbO3STe at a distorted geometry.

Cartesian coordinates (Å):
1 Nb -0.4282 -0.6219 -0.3588
2 Cl 0.4096 -7.6856 -0.3396
3 C 0.6121 -5.9605 -0.2482
4 C -0.4460 -5.0612 -0.0798
5 C -0.1776 -3.7400 -0.1650
6 N -1.1619 -2.7853 -0.4347
7 C -2.4278 -3.0507 -0.7803
8 O -3.1323 -4.0350 -0.6087
9 C -3.1759 -1.8249 -1.2497
10 C -4.4703 -1.9390 -1.7260
11 C -5.1129 -0.7887 -2.1485
12 C -4.6001 0.4468 -1.7248
13 C -3.3323 0.5510 -1.2421
14 N -2.6068 -0.6231 -1.0509
15 C 1.1283 -3.2610 -0.3487
16 C 2.2070 -4.1313 -0.3638
17 C 1.9312 -5.4874 -0.2445
18 Cl 3.3546 -6.4530 -0.6663
19 N 1.2707 -1.9345 -0.7479
20 C 2.1236 -1.5265 -1.7533
21 O 3.3331 -1.7327 -1.8485
22 C 1.4312 -0.8455 -2.8673
23 C 2.1030 -0.7900 -4.0996
24 C 1.3390 -0.5528 -5.2008
25 C -0.0549 -0.5045 -5.0928
26 C -0.6617 -0.5266 -3.8702
27 N 0.0917 -0.6846 -2.7409
28 H -1.5247 -5.3502 0.0382
29 H -4.8947 -2.9414 -1.7631
30 H -6.0287 -0.8473 -2.7192
31 H -5.2030 1.3466 -1.7858
32 H -2.8968 1.4471 -0.7892
33 H 3.1813 -3.7411 -0.4180
34 H 3.1723 -0.7739 -4.0834
35 H 1.7407 -0.3128 -6.2090
36 H -0.6124 -0.3373 -6.0206
37 H -1.6983 -0.4284 -3.7809
38 C 0.7999 1.3044 5.4039
39 C -0.5959 0.7414 5.3592
40 N -0.7112 -0.3461 4.3465
41 C -0.6305 -1.7412 4.8647
42 C -1.9956 -2.3509 5.1374
43 C -0.7120 -0.0479 3.0389
44 S -0.4357 -1.3997 1.9370
45 N -0.6170 1.1931 2.6394
46 C -0.7824 1.6321 1.4285
47 O -1.2919 0.9677 0.4288
48 C -0.7940 3.0967 1.2661
49 C -0.8207 3.5412 -0.0943
50 C -1.1147 4.8673 -0.3112
51 C -1.4294 5.7215 0.7585
52 C -1.2567 5.2707 2.0603
53 C -0.9112 3.9881 2.3402
54 H 0.8470 2.3978 5.5339
55 H 1.3985 1.0667 4.4913
56 H 1.3707 0.7847 6.2133
57 H -1.3998 1.4924 5.1542
58 H -0.8756 0.3230 6.3269
59 H 0.0086 -1.6811 5.7483
60 H -0.1913 -2.3191 3.9813
61 H -2.6675 -1.5664 5.4912
62 H -1.9689 -3.0739 5.9733
63 H -2.3721 -2.9040 4.2562
64 H -0.5505 2.8497 -0.9077
65 H -1.1269 5.1571 -1.3709
66 H -1.9159 6.7054 0.5588
67 H -1.3522 6.0541 2.8264
68 H -0.9123 3.5570 3.3418
69 F 1.0931 0.6664 -0.4730
70 As 1.1315 3.8699 -4.5880
71 F 2.2315 2.5084 -4.2622
72 F 1.0555 4.0584 -2.8917
73 F 0.8869 5.5776 -4.8005
74 F -0.3827 3.0932 -4.7540
75 F 1.4625 3.7506 -6.2997
76 C 4.6926 2.1921 -1.1340
77 Te 5.3764 1.8388 0.9395
78 C 4.7449 -0.2474 0.9502
79 H 4.2866 1.2367 -1.5409
80 H 5.6418 2.4313 -1.6285
81 H 4.0581 3.0400 -1.0112
82 H 5.4654 -0.8693 1.5008
83 H 4.7449 -0.5558 -0.0996
84 H 3.7359 -0.3862 1.4032

Properties
Total charge = +2
HOMO energy (alpha / beta) = -11.117 / -11.114 eV
Kohn-Sham gap (alpha / beta) = 0.1318 / 0.0868 hartree
2S+1 = 2

---

# 3
The following is a DFT calculation (ωB97M-V/def2-TZVPD) of a structure of composition C27H30CdN6O5S3.

Cartesian coordinates (Å):
1 Cd -0.7904 -0.7894 0.9898
2 N -0.4700 -0.7766 -6.6782
3 C -0.7173 -1.5282 -5.5109
4 C -1.6848 -1.1106 -4.5984
5 C -1.9259 -1.8399 -3.4492
6 C -1.2166 -3.0116 -3.2148
7 C -0.2626 -3.4448 -4.1201
8 C -0.0153 -2.7059 -5.2685
9 S -1.4982 -3.8867 -1.6978
10 O -0.9596 -5.2170 -1.8619
11 O -2.9048 -3.7730 -1.4126
12 N -0.7290 -2.9886 -0.6144
13 C 0.5981 -2.8483 -0.6075
14 N 1.0257 -1.9448 0.3274
15 C 2.3234 -1.7789 0.5184
16 C 3.2595 -2.4886 -0.2086
17 C 2.7458 -3.2926 -1.2152
18 N 1.4578 -3.4810 -1.4365
19 H -0.7134 0.1971 -6.5668
20 H 0.4855 -0.8553 -6.9939
21 H -2.2251 -0.1858 -4.7695
22 H -2.6396 -1.4878 -2.7151
23 H 0.2890 -4.3494 -3.9020
24 H 0.7386 -3.0346 -5.9763
25 H 2.5923 -1.0284 1.2522
26 H 4.3198 -2.3429 -0.0693
27 H 3.4181 -3.8084 -1.8977
28 S -2.1032 0.9003 -0.2295
29 C -3.4826 0.9830 0.8738
30 C -4.4919 1.8872 0.5116
31 C -5.6341 2.0788 1.2667
32 C -5.8002 1.3514 2.4390
33 C -4.8178 0.4552 2.8184
34 C -3.6527 0.2442 2.0682
35 S -2.5224 -0.9452 2.7291
36 H -4.3499 2.4541 -0.4011
37 H -6.3844 2.7916 0.9429
38 H -6.6847 1.4795 3.0532
39 H -4.9366 -0.1184 3.7304
40 O 3.8814 3.6967 2.6947
41 C 2.5220 3.9478 2.2629
42 N 2.1089 2.9369 1.3410
43 C 1.7222 3.3876 0.1480
44 O 1.5793 4.5632 -0.2391
45 C 1.4465 2.2967 -0.8621
46 C 0.4334 2.4584 -1.7953
47 C 0.2001 1.4508 -2.7143
48 C 1.0192 0.3312 -2.7003
49 N 2.0267 0.1750 -1.8431
50 C 2.2067 1.1361 -0.9344
51 H 4.2510 3.1856 1.9654
52 H 2.4685 4.9443 1.8165
53 H 1.9234 3.9384 3.1802
54 H 1.4130 1.3763 1.9009
55 H -0.1670 3.3572 -1.7601
56 H -0.6203 1.5115 -3.4160
57 H 0.8536 -0.4826 -3.4010
58 H 3.0050 0.9849 -0.2144
59 C 0.2955 1.3827 4.3136
60 C 1.2525 0.4008 3.6433
61 C 0.9064 -1.0251 4.0543
62 C 2.7023 0.7147 4.0080
63 O 1.0944 0.4775 2.2234
64 H 0.3597 1.3018 5.4028
65 H -0.7265 1.1630 4.0012
66 H 0.5425 2.4055 4.0270
67 H 1.0891 -1.1588 5.1233
68 H 1.5214 -1.7426 3.5073
69 H -0.1452 -1.2381 3.8587
70 H 2.8468 0.6392 5.0895
71 H 2.9730 1.7223 3.6918
72 H 3.3733 0.0015 3.5211

Properties
Total charge = -2
HOMO energy = -1.945 eV
Kohn-Sham gap = 0.2343 hartree

---

# 4
The following is a DFT calculation (ωB97M-V/def2-TZVPD) of a structure of composition CH4F2InNO5S2 at a distorted geometry.

Cartesian coordinates (Å):
1 In -0.3000 -1.1537 -1.5922
2 N 3.0564 1.3845 0.5547
3 S 3.5323 2.1759 1.7793
4 O 3.6167 3.5997 1.6217
5 O 4.2640 1.5699 2.8483
6 F 2.0528 2.0131 2.4394
7 S 4.5596 1.5888 -0.1706
8 O 5.7387 0.9950 0.4498
9 O 4.8151 2.8374 -0.8288
10 F 4.2778 0.5762 -1.4021
11 C -6.2082 -2.3265 -0.9887
12 O -4.8674 -2.8724 -1.0972
13 H -6.2996 -1.3273 -1.4144
14 H -6.8419 -3.0458 -1.5075
15 H -6.5281 -2.2503 0.0506
16 H -4.8682 -3.7644 -0.7423

Properties
Total charge = +2
HOMO energy = -16.218 eV
Kohn-Sham gap = 0.0493 hartree

---

# 5
The following is a DFT calculation (ωB97M-V/def2-TZVPD) of a structure of composition C4H7KO at a distorted geometry.

Cartesian coordinates (Å):
1 C 0.8284 -0.9289 1.1561
2 C 0.4039 -0.0778 -0.0218
3 C -0.8747 0.0483 -0.4593
4 O -1.3003 0.7062 -1.5031
5 K -0.5905 2.5944 -3.5159
6 H 1.2824 -1.8754 0.8086
7 H 1.2071 0.3886 -0.6070
8 H 1.6654 -0.4094 1.6681
9 H -1.6585 -0.4416 0.1546
10 C -0.2268 -1.2330 2.1597
11 H -1.1591 -0.6847 2.3109
12 H -0.0493 -1.9733 2.9423
13 H 0.4721 3.8867 -5.0932

Properties
Total charge = -1
HOMO energy (alpha / beta) = -3.081 / -3.095 eV
Kohn-Sham gap (alpha / beta) = 0.2130 / 0.2135 hartree
2S+1 = 2

---

# 6
The following is a DFT calculation (ωB97M-V/def2-TZVPD) of an isolated molecule of C5H6O at a distorted geometry.

Cartesian coordinates (Å):
1 C -0.7479 0.6925 2.4113
2 C -0.4174 -0.0504 1.3997
3 C -0.3646 -0.4932 0.1799
4 C 0.7957 -0.1557 -0.6956
5 C 0.4457 -0.2327 -2.1528
6 O -0.6557 -0.5030 -2.5682
7 H -1.5521 1.3006 2.0129
8 H -0.4316 0.5871 3.4447
9 H -1.1813 -1.0876 -0.2168
10 H 1.2054 0.8392 -0.4671
11 H 1.6166 -0.8607 -0.5022
12 H 1.2872 -0.0362 -2.8457

Properties
HOMO energy = -9.270 eV
Kohn-Sham gap = 0.3734 hartree

---

# 7
The following is a DFT calculation (ωB97M-V/def2-TZVPD) of an isolated molecule of C4H9N at a distorted geometry.

Cartesian coordinates (Å):
1 C 1.3117 1.7441 0.3968
2 C 1.0463 0.2290 0.6854
3 C 0.4776 -0.4628 -0.3147
4 N -0.7093 -1.3341 -0.2964
5 C -1.8717 -0.5021 -0.5027
6 H 1.7730 2.1948 1.3029
7 H 2.0626 1.9531 -0.4059
8 H 0.3795 2.2924 0.4788
9 H 1.7355 -0.2235 1.3967
10 H 0.5181 0.0213 -1.3049
11 H -0.6782 -1.8168 0.5919
12 H -1.8264 0.1384 -1.3769
13 H -2.7498 -1.1982 -0.5460
14 H -2.1457 0.2486 0.4069

Properties
HOMO energy = -8.098 eV
Kohn-Sham gap = 0.3302 hartree

---

Q: Which energy above the lowest of the compared OMol25 structures with the same formula, charge and spin values were calculated for the entries above? A: 83.7; 109.3; 0.7; 178.3; 0.0; 212.9; 277.8, in kJ/mol.